Here is a 17-piece molecular cluster, C68H187N17O17 overall at a distorted geometry from the OMol25 dataset. Energies are from ωB97M-V/def2-TZVPD.

Summary:
HOMO = -8.3 eV
M = 1515.346 g/mol
orbital gap = 8.638 eV
E_tot = -133675.050 eV
net charge = 0
spin multiplicity = 1

Last column: Löwdin charge in e.
CARTESIAN COORDINATES (ANGSTROEM)
C (1.76053, -26.09520, -16.31507)  -0.063
C (2.29840, -24.73644, -16.78374)  -0.403
C (1.67092, -24.31713, -18.17121)  -0.156
O (1.76914, -25.22215, -19.28516)  -0.222
C (2.94623, -25.95648, -19.51741)  -0.108
N (1.97938, -23.82000, -15.68942)  0.056
H (2.09542, -27.02290, -16.77911)  0.071
H (0.68946, -26.13676, -16.51303)  0.072
H (1.95123, -26.27169, -15.25650)  0.060
H (3.38626, -24.80454, -16.78364)  0.125
H (1.94049, -23.32898, -18.54403)  0.102
H (0.62893, -24.21865, -17.86681)  0.082
H (3.49512, -25.46908, -20.32318)  0.084
H (2.61423, -26.91026, -19.92750)  0.078
H (3.57318, -26.15747, -18.64871)  0.085
H (2.21525, -22.89766, -16.02667)  0.011
H (0.97433, -23.73917, -15.63061)  0.017
C (-1.98892, -26.13333, -18.89944)  -0.049
C (-1.55747, -27.30995, -19.79231)  -0.394
C (-1.55561, -26.94484, -21.29846)  -0.208
O (-2.90106, -26.79938, -21.74637)  -0.201
C (-2.99259, -26.55081, -23.13392)  -0.121
N (-0.24347, -27.68700, -19.25837)  0.060
H (-1.18225, -25.45600, -18.61909)  0.063
H (-2.51040, -26.53690, -18.03151)  0.055
H (-2.71559, -25.51534, -19.42684)  0.059
H (-2.26448, -28.13882, -19.75724)  0.139
H (-1.08427, -27.71484, -21.90921)  0.116
H (-0.91465, -26.08406, -21.48909)  0.119
H (-2.17724, -25.93214, -23.50885)  0.083
H (-3.97380, -26.12775, -23.34918)  0.091
H (-2.86106, -27.50911, -23.63640)  0.085
H (0.48012, -27.00598, -19.43934)  0.033
H (-0.04775, -28.47285, -19.86188)  0.064
C (-0.07662, -17.67060, -7.91129)  -0.070
C (-1.52749, -17.86965, -7.62286)  -0.438
C (-1.89292, -19.35558, -7.81008)  -0.247
O (-1.44019, -19.91595, -8.96941)  -0.182
C (-1.60231, -21.31658, -9.00513)  -0.098
N (-1.75445, -17.37646, -6.26720)  0.037
H (0.26030, -18.00407, -8.89280)  0.047
H (0.47765, -18.33752, -7.25091)  0.092
H (0.16839, -16.61279, -7.81579)  0.090
H (-2.15214, -17.20391, -8.21842)  0.132
H (-2.95660, -19.55148, -7.67467)  0.123
H (-1.50297, -19.93622, -6.97408)  0.119
H (-1.11890, -21.74800, -9.88165)  0.075
H (-2.63300, -21.60991, -9.20441)  0.086
H (-1.27988, -21.80197, -8.08397)  0.072
H (-2.68022, -17.62924, -5.95231)  0.069
H (-1.15255, -17.91775, -5.66320)  0.066
C (2.79500, -26.82070, -9.10557)  -0.045
C (1.85583, -25.83527, -9.86266)  -0.401
C (2.34085, -24.37751, -9.72226)  -0.166
O (2.48661, -23.90373, -8.33177)  -0.200
C (3.00975, -22.56735, -8.27841)  -0.095
N (1.66236, -26.24123, -11.26230)  0.054
H (2.44939, -27.84229, -9.26378)  0.063
H (2.78185, -26.69064, -8.02344)  0.073
H (3.81388, -26.71738, -9.47882)  0.077
H (0.85235, -25.92695, -9.44704)  0.123
H (1.64498, -23.74949, -10.27858)  0.083
H (3.29556, -24.14130, -10.19219)  0.126
H (4.07482, -22.66019, -8.06603)  0.089
H (2.54887, -22.07861, -7.42003)  0.082
H (2.76548, -21.99392, -9.17263)  0.059
H (2.45199, -26.28929, -11.89020)  0.079
H (1.25588, -25.41009, -11.66735)  0.043
C (-5.35537, -17.00310, -10.25575)  -0.070
C (-5.13795, -17.98585, -11.43479)  -0.395
C (-3.85431, -18.86127, -11.13880)  -0.169
O (-3.52086, -19.47258, -12.36840)  -0.213
C (-2.44078, -20.31570, -12.34758)  -0.115
N (-6.33966, -18.78959, -11.55592)  0.057
H (-4.54700, -16.27690, -10.17060)  0.064
H (-5.46460, -17.45910, -9.27177)  0.076
H (-6.14495, -16.26885, -10.41556)  0.071
H (-4.92135, -17.45572, -12.36224)  0.129
H (-3.99848, -19.56951, -10.32289)  0.122
H (-3.05004, -18.20800, -10.80044)  0.117
H (-2.38793, -20.78401, -13.33043)  0.069
H (-2.50207, -21.19083, -11.70066)  0.080
H (-1.55358, -19.69187, -12.23894)  0.100
H (-6.10322, -19.55502, -12.17098)  0.025
H (-6.50183, -19.30912, -10.70511)  0.060
C (-5.20273, -20.58484, -16.96526)  -0.028
C (-4.52313, -19.61190, -16.02085)  -0.422
C (-3.97978, -18.34059, -16.66791)  -0.169
O (-3.01723, -18.69553, -17.66987)  -0.234
C (-2.57886, -17.57860, -18.39486)  -0.107
N (-5.32194, -19.31864, -14.81649)  0.081
H (-4.50858, -21.14796, -17.58908)  0.054
H (-5.86819, -20.05643, -17.64793)  0.084
H (-5.86559, -21.32391, -16.51527)  0.063
H (-3.65296, -20.13560, -15.62505)  0.104
H (-3.46683, -17.80107, -15.87172)  0.123
H (-4.86495, -17.82329, -17.03803)  0.134
H (-3.36883, -16.94483, -18.79783)  0.094
H (-2.10421, -17.90177, -19.32134)  0.081
H (-1.83788, -16.96480, -17.88269)  0.090
H (-5.78937, -18.43758, -14.97572)  0.075
H (-4.64263, -19.19618, -14.07917)  0.032
C (-9.24488, -21.95209, -19.58600)  -0.080
C (-8.78471, -22.60468, -20.88037)  -0.385
C (-7.78662, -23.77383, -20.68968)  -0.196
O (-6.58925, -23.31126, -20.05960)  -0.176
C (-5.81111, -24.40961, -19.57039)  -0.090
N (-10.01703, -23.05236, -21.61020)  0.030
H (-9.41815, -20.89131, -19.76719)  0.076
H (-8.49955, -22.00294, -18.79226)  0.056
H (-10.12602, -22.34777, -19.08090)  0.070
H (-8.25527, -21.84552, -21.45611)  0.133
H (-7.70105, -24.34173, -21.61611)  0.126
H (-8.26990, -24.48177, -20.01638)  0.088
H (-6.27300, -24.90918, -18.71881)  0.065
H (-4.80640, -24.08391, -19.30100)  0.075
H (-5.71379, -25.21572, -20.29760)  0.088
H (-10.50908, -23.76726, -21.09358)  0.058
H (-10.67305, -22.28445, -21.60254)  0.059
C (2.45878, -18.64031, -10.19590)  -0.076
C (3.74164, -19.35735, -10.61512)  -0.420
C (3.55531, -20.23726, -11.84592)  -0.216
O (2.81863, -21.39824, -11.59316)  -0.172
C (1.47266, -21.40391, -12.03630)  -0.078
N (4.72661, -18.30710, -10.88972)  0.033
H (2.05530, -18.13541, -11.07361)  0.085
H (2.62952, -17.94993, -9.36988)  0.080
H (1.71095, -19.38607, -9.92626)  0.062
H (4.06886, -19.93999, -9.75398)  0.136
H (4.55848, -20.44653, -12.21734)  0.124
H (3.08914, -19.63422, -12.62510)  0.104
H (0.93961, -22.24953, -11.60171)  0.062
H (1.33250, -21.59870, -13.09957)  0.059
H (1.03874, -20.44727, -11.74535)  0.083
H (4.85459, -17.77514, -10.04076)  0.067
H (4.31950, -17.62641, -11.51503)  0.066
C (-2.70689, -24.10095, -16.06538)  -0.021
C (-1.84512, -22.96526, -15.49344)  -0.400
C (-1.10647, -23.42367, -14.21713)  -0.147
O (-2.15764, -23.85872, -13.31095)  -0.204
C (-1.60244, -24.62386, -12.24891)  -0.109
N (-0.92962, -22.48699, -16.51605)  0.064
H (-2.06837, -24.95366, -16.29616)  0.066
H (-3.01307, -23.80646, -17.06919)  0.069
H (-3.54914, -24.29605, -15.40155)  0.056
H (-2.38910, -22.05246, -15.25059)  0.108
H (-0.42858, -22.67800, -13.80175)  0.104
H (-0.43928, -24.24317, -14.48433)  0.109
H (-0.83663, -24.16659, -11.62238)  0.071
H (-1.16179, -25.57566, -12.54559)  0.078
H (-2.25310, -25.06304, -11.49271)  0.060
H (-0.49457, -21.71033, -16.03895)  0.044
H (-1.40933, -21.99547, -17.25658)  0.016
C (-5.57875, -22.31793, -13.19572)  -0.033
C (-5.33693, -22.93752, -11.80604)  -0.363
C (-6.65245, -23.15974, -10.98390)  -0.183
O (-7.23911, -21.90235, -10.68419)  -0.192
C (-8.39287, -22.00390, -9.85976)  -0.099
N (-4.73451, -24.23588, -12.03501)  0.044
H (-4.64050, -22.12285, -13.71507)  0.069
H (-6.07528, -21.35944, -13.04453)  0.048
H (-6.28379, -22.88299, -13.80540)  0.058
H (-4.65964, -22.34845, -11.18766)  0.124
H (-6.41143, -23.69415, -10.06497)  0.109
H (-7.24775, -23.86583, -11.56282)  0.113
H (-9.18774, -22.31545, -10.53741)  0.086
H (-8.62901, -20.99817, -9.51214)  0.086
H (-8.37331, -22.69089, -9.01374)  0.085
H (-3.90313, -24.14292, -12.60092)  0.037
H (-5.36255, -24.81576, -12.57296)  0.025
C (-6.85379, -28.10859, -14.10281)  -0.048
C (-5.89751, -26.97711, -13.73639)  -0.428
C (-4.68858, -26.92219, -14.68558)  -0.163
O (-3.89663, -28.12320, -14.60853)  -0.180
C (-2.59844, -27.85661, -15.02061)  -0.119
N (-6.71939, -25.81012, -13.69246)  0.049
H (-7.66012, -28.08462, -13.36977)  0.083
H (-6.30118, -29.04644, -14.04649)  0.068
H (-7.13670, -27.96049, -15.14499)  0.082
H (-5.49915, -27.24545, -12.75792)  0.107
H (-4.04605, -26.06556, -14.48204)  0.087
H (-4.98867, -26.71165, -15.71209)  0.129
H (-2.14468, -28.82370, -14.80397)  0.082
H (-2.13659, -27.00474, -14.52149)  0.077
H (-2.57821, -27.68636, -16.09704)  0.074
H (-7.04081, -25.65982, -14.63809)  0.038
H (-7.61274, -25.88926, -13.22794)  0.090
C (-4.77969, -29.67980, -11.41772)  -0.036
C (-3.28285, -29.60552, -10.89125)  -0.415
C (-2.43899, -30.64711, -11.58734)  -0.177
O (-3.10579, -31.93700, -11.33710)  -0.191
C (-2.43039, -33.02811, -12.02186)  -0.096
N (-2.87914, -28.24137, -10.94126)  0.049
H (-4.74075, -29.48936, -12.49024)  0.053
H (-5.50283, -29.02893, -10.92625)  0.058
H (-5.12317, -30.70785, -11.30269)  0.069
H (-3.38178, -29.94853, -9.86137)  0.130
H (-1.42025, -30.66184, -11.20001)  0.112
H (-2.50881, -30.47284, -12.66105)  0.120
H (-2.27142, -32.89241, -13.09163)  0.079
H (-3.05418, -33.92149, -11.99267)  0.078
H (-1.46250, -33.32281, -11.61636)  0.077
H (-3.10443, -27.89723, -11.86372)  0.061
H (-3.62410, -27.69428, -10.53402)  -0.009
C (-0.09757, -20.52090, -19.24979)  -0.036
C (-1.52934, -20.89870, -19.85989)  -0.345
C (-1.57277, -22.21483, -20.71342)  -0.159
O (-2.91778, -22.24713, -21.21148)  -0.192
C (-3.05725, -23.27628, -22.16280)  -0.106
N (-2.32124, -21.12702, -18.67989)  0.024
H (0.26714, -21.33777, -18.62705)  0.037
H (-0.11364, -19.61443, -18.64468)  0.058
H (0.59551, -20.30714, -20.06346)  0.073
H (-1.91312, -20.01248, -20.36532)  0.124
H (-1.24183, -23.14242, -20.24631)  0.119
H (-0.87647, -22.16901, -21.55077)  0.118
H (-2.65138, -22.91623, -23.10818)  0.093
H (-4.12267, -23.45712, -22.30523)  0.093
H (-2.54693, -24.18682, -21.84879)  0.063
H (-2.58251, -20.25469, -18.24298)  0.037
H (-3.17925, -21.55858, -18.99243)  0.069
C (1.48562, -29.36264, -14.29417)  -0.053
C (0.59868, -29.82336, -13.11727)  -0.427
C (1.45032, -30.23734, -11.91293)  -0.201
O (1.95758, -31.55880, -12.13316)  -0.189
C (2.48697, -32.14216, -10.94386)  -0.112
N (-0.28992, -28.70329, -12.87752)  0.060
H (0.94174, -29.35907, -15.23878)  0.075
H (2.25362, -30.10306, -14.51791)  0.073
H (1.92639, -28.41153, -13.99551)  0.063
H (-0.03059, -30.66957, -13.39307)  0.130
H (0.82852, -30.23106, -11.01771)  0.110
H (2.27831, -29.54586, -11.75674)  0.119
H (2.88676, -33.11452, -11.23163)  0.085
H (1.75396, -32.37547, -10.17162)  0.078
H (3.22788, -31.48451, -10.48927)  0.083
H (0.22843, -27.97177, -12.41245)  0.043
H (-1.00523, -28.97182, -12.21698)  0.011
C (4.06699, -19.98081, -15.42673)  -0.022
C (2.56337, -20.45626, -15.65146)  -0.395
C (1.56342, -19.36401, -15.50688)  -0.166
O (0.21050, -19.81853, -15.16132)  -0.221
C (-0.81281, -18.86411, -15.27446)  -0.093
N (2.54326, -21.07928, -16.97228)  0.038
H (4.31171, -19.62363, -14.42641)  0.045
H (4.50094, -19.30295, -16.16178)  0.078
H (4.59273, -20.93560, -15.43557)  0.080
H (2.30684, -21.27089, -14.97420)  0.106
H (1.45330, -18.81084, -16.43961)  0.121
H (1.87619, -18.57324, -14.82499)  0.120
H (-0.83335, -18.67757, -16.34818)  0.073
H (-0.57489, -17.97385, -14.69227)  0.100
H (-1.80003, -19.23397, -14.99754)  0.066
H (3.00642, -20.56027, -17.70454)  0.086
H (1.58848, -21.05721, -17.30094)  0.030
C (-4.72511, -27.36424, -7.94855)  -0.045
C (-4.60218, -26.14128, -8.84927)  -0.430
C (-3.21637, -25.45716, -8.80994)  -0.174
O (-2.81026, -24.90641, -7.54899)  -0.176
C (-1.44474, -24.46133, -7.53389)  -0.101
N (-4.95954, -26.58493, -10.15177)  0.021
H (-3.95449, -28.09303, -8.19980)  0.077
H (-5.72945, -27.77867, -8.03607)  0.079
H (-4.60007, -27.03257, -6.91780)  0.079
H (-5.37250, -25.46905, -8.47135)  0.126
H (-3.18878, -24.63362, -9.52346)  0.097
H (-2.43393, -26.11517, -9.18797)  0.111
H (-0.79002, -25.30455, -7.31382)  0.088
H (-1.12958, -23.72785, -6.79175)  0.082
H (-1.18661, -23.98603, -8.48023)  0.060
H (-5.91100, -26.92262, -10.12392)  0.089
H (-4.97622, -25.78207, -10.76435)  0.033
C (-9.27410, -26.96214, -18.98270)  -0.060
C (-9.85290, -26.37341, -17.63813)  -0.388
C (-9.22573, -25.01798, -17.20980)  -0.150
O (-7.84502, -25.27446, -16.74645)  -0.210
C (-7.13493, -24.05961, -16.29891)  -0.099
N (-11.27056, -26.22765, -17.96229)  0.016
H (-9.57128, -27.98482, -19.21490)  0.071
H (-8.19687, -26.83651, -19.09177)  0.060
H (-9.59898, -26.40055, -19.85859)  0.058
H (-9.70938, -27.09071, -16.83006)  0.127
H (-9.86147, -24.60776, -16.42516)  0.115
H (-9.34577, -24.19663, -17.91626)  0.096
H (-7.14143, -23.30179, -17.08233)  0.065
H (-6.12303, -24.20441, -15.92048)  0.074
H (-7.66241, -23.54914, -15.49312)  0.079
H (-11.77521, -27.09876, -18.04373)  0.075
H (-11.69037, -25.70243, -17.20864)  0.061